{"formula": "C25H35MoN6O2", "method": "ωB97M-V/def2-TZVPD", "species": ["Mo", "N", "C", "C", "N", "C", "C", "N", "C", "C", "N", "H", "H", "H", "H", "H", "H", "H", "H", "H", "H", "H", "H", "H", "H", "H", "H", "H", "H", "C", "C", "O", "C", "C", "C", "N", "N", "C", "O", "C", "C", "C", "C", "C", "C", "H", "H", "H", "H", "H", "H", "H", "H", "H", "H", "H", "H", "C", "C", "C", "C", "C", "C", "C", "H", "H", "H", "H", "H"], "positions_angstrom": [[-0.436675, 0.562250, -0.082558], [-2.615749, -0.223857, -0.096154], [-3.285702, -1.119043, -1.049221], [-2.841718, -0.819724, -2.473179], [-1.539767, -1.401244, -2.744014], [-0.768800, -0.765027, -3.785763], [-0.441858, 0.695324, -3.544048], [0.228381, 0.937068, -2.269915], [-1.563280, -2.850635, -2.909437], [-0.438201, -3.527716, -2.145135], [-0.676289, -3.403599, -0.710496], [-2.714025, -0.581394, 0.849050], [-3.083414, 0.686457, -0.088359], [-4.374006, -1.010390, -0.975381], [-3.035126, -2.148709, -0.793378], [-2.784690, 0.265806, -2.574761], [-3.605006, -1.174716, -3.188338], [-1.268926, -0.833860, -4.773038], [0.169487, -1.321682, -3.876628], [-1.344103, 1.307605, -3.548002], [0.172340, 1.031425, -4.388237], [0.287730, 1.941044, -2.111304], [1.171355, 0.563709, -2.242534], [-1.512292, -3.115670, -3.978188], [-2.510387, -3.240501, -2.529450], [0.520681, -3.084724, -2.453610], [-0.412048, -4.586693, -2.418995], [-0.544838, -2.418809, -0.465733], [0.052975, -3.891572, -0.201878], [-3.554028, 3.686050, -0.893449], [-2.601068, 2.806571, -0.128415], [-1.602615, 2.314284, -0.845248], [-2.775441, 2.614497, 1.244311], [-1.908665, 1.995978, 2.159110], [-2.144166, 2.057684, 3.637310], [-0.741170, 1.403565, 1.709669], [0.423891, 1.708616, 2.410672], [1.415797, 1.791202, 1.584814], [1.297157, 1.661221, 0.277195], [2.758281, 2.129224, 2.116075], [3.019516, 2.132802, 3.486329], [4.277531, 2.465954, 3.959701], [5.298837, 2.798859, 3.075612], [5.046744, 2.790851, 1.711615], [3.786380, 2.453880, 1.235063], [-3.763770, 3.246295, -1.873712], [-3.117046, 4.675483, -1.077705], [-4.496464, 3.831329, -0.360802], [-3.682072, 3.041811, 1.664607], [-3.087257, 2.562409, 3.854804], [-1.333446, 2.596066, 4.136475], [-2.170284, 1.058232, 4.087744], [2.217007, 1.869571, 4.162044], [4.466995, 2.461118, 5.026836], [6.283063, 3.055458, 3.449037], [5.835711, 3.043343, 1.012595], [3.576872, 2.433260, 0.174309], [0.441401, -0.967620, 0.291244], [1.334876, -2.049053, 0.599083], [1.056114, -2.980153, 1.616986], [1.919528, -4.027310, 1.889320], [3.098210, -4.183728, 1.166533], [3.397654, -3.266256, 0.165699], [2.531925, -2.222980, -0.118010], [0.147947, -2.854980, 2.194722], [1.675115, -4.726864, 2.681010], [3.775018, -4.999922, 1.386400], [4.316798, -3.365652, -0.400835], [2.773074, -1.512222, -0.900060]], "atomic_forces_ev_per_a": [[0.59, -1.20, -0.10], [0.07, 0.13, 0.14], [0.02, -0.01, -0.02], [0.02, -0.03, -0.06], [-0.06, 0.05, 0.10], [0.00, -0.06, 0.00], [-0.08, 0.06, 0.00], [0.22, 0.13, 0.30], [0.01, 0.00, -0.03], [-0.12, -0.03, 0.22], [-0.37, -0.58, -0.59], [0.05, -0.05, -0.02], [-0.05, -0.04, 0.03], [0.01, 0.01, -0.01], [0.04, 0.01, 0.03], [0.01, -0.01, -0.02], [-0.02, -0.02, 0.00], [0.01, -0.02, 0.00], [-0.01, 0.00, 0.00], [0.00, -0.01, 0.04], [-0.02, 0.03, 0.00], [0.04, 0.00, -0.01], [0.00, -0.01, -0.12], [-0.02, 0.01, -0.04], [0.04, 0.00, 0.00], [0.07, -0.01, -0.04], [0.02, -0.01, -0.02], [-0.31, -0.14, -0.12], [-0.22, -0.06, -0.19], [-0.06, -0.01, 0.02], [0.10, 0.00, -0.05], [-0.08, 0.08, 0.02], [-0.07, -0.02, 0.08], [0.04, 0.05, -0.11], [-0.02, 0.02, 0.03], [-0.05, 0.03, 0.17], [-0.02, 0.04, -0.01], [0.05, 0.16, 0.00], [-0.09, 0.07, -0.03], [-0.05, -0.03, -0.08], [0.01, 0.03, 0.03], [-0.01, 0.00, 0.00], [0.01, 0.00, 0.01], [-0.04, -0.01, -0.01], [0.06, 0.00, 0.01], [-0.03, 0.00, -0.01], [0.03, -0.02, -0.02], [0.02, 0.01, 0.01], [0.01, 0.01, -0.01], [0.00, 0.00, 0.01], [-0.01, 0.01, 0.00], [0.01, -0.01, -0.02], [0.00, 0.00, 0.00], [0.00, 0.00, 0.00], [0.00, 0.00, 0.00], [0.00, 0.00, 0.00], [0.00, 0.00, 0.00], [-0.22, 0.96, -0.08], [0.32, 0.32, 0.32], [0.19, 0.12, 0.29], [-0.05, 0.05, 0.02], [0.02, -0.01, -0.04], [-0.02, -0.03, 0.00], [0.00, 0.06, 0.02], [0.00, -0.01, -0.02], [0.00, 0.00, -0.01], [0.00, 0.00, 0.00], [0.00, 0.00, 0.00], [0.00, 0.01, 0.01]], "mulliken_spin": [1.44, -0.01, -0.03, -0.01, 0.01, 0.00, 0.00, 0.00, 0.00, 0.00, -0.01, -0.01, 0.01, 0.00, 0.00, 0.02, 0.00, 0.00, 0.00, -0.01, 0.00, 0.00, 0.01, 0.00, 0.00, 0.00, 0.00, 0.01, 0.00, -0.04, 0.46, 0.11, -0.16, 0.43, -0.02, 0.07, -0.01, 0.05, -0.01, -0.01, 0.01, -0.01, 0.01, -0.01, 0.01, 0.01, 0.03, 0.01, -0.01, 0.00, 0.02, 0.02, 0.00, 0.00, 0.00, 0.00, 0.00, -0.32, -0.03, -0.02, 0.01, -0.02, 0.01, -0.04, 0.00, 0.00, 0.00, 0.00, 0.00], "s_squared": 2.065, "total_energy_ev": -41383.953, "relative_energy_ev": 0.000, "charge": -1, "multiplicity": 3, "e_homo_ev": [-1.5, -3.1]}